# 1
{"formula": "C3H5BrF2S", "method": "ωB97M-V/def2-TZVPD", "species": ["C", "C", "C", "F", "F", "S", "Br", "H", "H", "H", "H", "H"], "xyz": [[0.6230, 0.5814, -1.1723], [0.8069, 1.9878, -0.7170], [-0.7934, -1.5707, 1.1564], [-1.1134, -2.8217, 0.8068], [0.4912, -1.4859, 1.1865], [-0.1981, 2.3375, 0.5376], [-1.5455, -1.1963, 2.8913], [0.8106, 0.2212, -2.3058], [1.1882, -0.0885, -0.5892], [-0.4591, 0.3601, -1.1152], [1.4898, 2.7187, -1.0997], [-1.3000, -1.0433, 0.4206]], "forces_ev_per_angstrom": [[-0.9, -0.8, -4.4], [-2.1, -0.5, 1.6], [-1.7, -1.4, 0.9], [0.0, -1.5, 0.2], [2.0, 0.6, 0.0], [1.0, 0.7, -0.7], [0.0, 0.2, 0.1], [0.2, 1.5, 2.2], [0.6, -0.8, 0.9], [0.7, 0.0, 0.5], [0.5, 0.1, -0.3], [-0.3, 2.2, -1.1]], "mulliken_charge": [-0.73, -0.12, 0.39, -0.24, -0.16, -0.21, -0.13, 0.29, 0.24, 0.20, 0.36, 0.12], "molar_mass_g_mol": 191.0, "gap_ev": [8.42, 8.42], "energy_ha": -3289.17462, "homo_energy_ev": [-8.94, -8.94], "smiles": "FC(F)Br.CC=S", "e_above_lowest_kcal_mol": 20.7, "lumo_ev": [-0.5, -0.5]}

=====

# 2
{"formula": "C9H11NO3S", "method": "ωB97M-V/def2-TZVPD", "species": ["C", "C", "C", "C", "C", "C", "C", "C", "C", "N", "O", "O", "O", "S", "H", "H", "H", "H", "H", "H", "H", "H", "H", "H", "H"], "xyz": [[3.9058, -1.2457, -0.6739], [2.7370, -1.9685, -0.5017], [3.9509, 0.0864, -0.2995], [1.6169, -1.3615, 0.0368], [2.8324, 0.6943, 0.2396], [1.6542, -0.0241, 0.4139], [-3.1358, 1.8707, -0.8154], [0.4377, 0.6475, 0.9574], [-2.1519, 1.2760, 0.1362], [-4.0686, -1.0278, -0.1099], [-4.3303, -1.7349, -1.0313], [-3.4987, -1.6747, 0.9606], [-2.4065, 0.7529, 1.1949], [-0.4861, 1.4467, -0.4188], [4.7779, -1.7182, -1.0997], [2.6922, -3.0069, -0.7929], [4.8581, 0.6577, -0.4323], [0.7023, -1.9244, 0.1673], [2.8667, 1.7355, 0.5255], [-2.7647, 1.8164, -1.8344], [-4.0942, 1.3644, -0.7272], [-3.2743, 2.9182, -0.5529], [-0.2633, -0.0536, 1.4118], [0.6908, 1.4327, 1.6704], [-3.2483, -0.9590, 1.5756]], "forces_ev_per_angstrom": [[0.0, 0.0, 0.0], [0.0, -0.1, 0.0], [0.1, 0.1, 0.0], [-0.1, 0.1, 0.1], [-0.1, -0.1, 0.0], [0.2, 0.0, -0.1], [-0.4, 0.0, 0.0], [-0.5, 0.3, -0.2], [0.7, 0.1, 0.2], [-0.4, -0.2, -1.0], [0.6, 0.4, 1.7], [-0.2, -0.8, -0.5], [-0.3, 0.2, 0.3], [0.3, -0.2, 0.0], [0.1, 0.0, 0.0], [0.0, -0.1, 0.0], [0.1, 0.0, 0.0], [-0.1, 0.0, 0.0], [0.0, 0.1, 0.0], [0.0, 0.0, -0.1], [0.1, 0.0, 0.0], [0.0, 0.1, 0.0], [0.1, 0.1, 0.0], [0.0, -0.1, 0.0], [-0.2, 0.2, -0.4]], "mulliken_charge": [-0.41, -0.58, -0.53, -0.33, -0.34, 0.44, -1.26, -0.86, 0.86, 0.38, -0.42, -0.40, -0.69, -0.14, 0.38, 0.37, 0.37, 0.39, 0.36, 0.37, 0.39, 0.34, 0.41, 0.45, 0.44], "molar_mass_g_mol": 213.3, "gap_ev": 9.76, "energy_ha": -1028.13342, "homo_energy_ev": -9.31, "smiles": "CC(=O)SCc1ccccc1.O=NO", "e_above_lowest_kcal_mol": 68.3, "lumo_ev": 0.4}

=====

# 3
{"formula": "C55H39Cl7N4O6STi", "method": "ωB97M-V/def2-TZVPD", "species": ["Ti", "O", "C", "C", "O", "O", "C", "C", "C", "C", "C", "C", "C", "C", "C", "C", "C", "C", "H", "H", "H", "H", "H", "H", "H", "H", "H", "H", "H", "C", "C", "C", "C", "C", "C", "C", "C", "C", "C", "C", "C", "C", "C", "C", "N", "H", "H", "H", "H", "H", "H", "H", "H", "H", "H", "Cl", "C", "C", "Cl", "C", "Cl", "C", "O", "C", "Cl", "C", "Cl", "Cl", "C", "C", "C", "C", "C", "Cl", "C", "N", "C", "C", "C", "C", "C", "C", "C", "C", "O", "O", "H", "H", "H", "H", "H", "H", "H", "H", "H", "H", "C", "C", "C", "C", "N", "C", "S", "N", "C", "H", "H", "H", "H", "H", "H", "H", "H"], "xyz": [[-0.5965, 0.9622, 0.8053], [-3.2659, 3.0965, -1.1408], [-2.6172, 2.8298, -2.3647], [-1.5506, 1.7073, -2.1770], [-1.0981, 1.1887, -3.1805], [-1.2397, 1.4040, -0.9526], [-3.7219, 2.4197, -3.3285], [-4.5425, 3.4024, -3.8761], [-5.6522, 3.0546, -4.6297], [-5.9641, 1.7182, -4.8354], [-5.1579, 0.7354, -4.2834], [-4.0464, 1.0844, -3.5301], [-1.7851, 4.0177, -2.8350], [-1.5616, 4.2421, -4.1912], [-0.7334, 5.2740, -4.6034], [-0.0991, 6.0758, -3.6645], [-0.3072, 5.8444, -2.3139], [-1.1466, 4.8217, -1.8993], [-2.8764, 2.4848, -0.5011], [-4.3115, 4.4441, -3.6940], [-6.2814, 3.8331, -5.0443], [-6.8349, 1.4457, -5.4190], [-5.4025, -0.3098, -4.4286], [-3.4258, 0.3125, -3.0941], [-2.0322, 3.5970, -4.9203], [-0.5784, 5.4482, -5.6614], [0.5686, 6.8662, -3.9856], [0.1967, 6.4529, -1.5732], [-1.3031, 4.6342, -0.8454], [-1.5565, 5.1891, 1.7901], [-0.2429, 5.4744, 2.1447], [0.6331, 4.4387, 2.3973], [0.2221, 3.1167, 2.2009], [-1.0343, 2.8184, 1.6070], [-1.9342, 3.8828, 1.5096], [0.8401, 1.9616, 2.8466], [1.9033, 2.0553, 3.7723], [2.0988, 1.0646, 4.6840], [1.1840, -0.0159, 4.7448], [1.2071, -0.9707, 5.7756], [0.2721, -1.9742, 5.8242], [-0.7219, -2.0428, 4.8389], [-0.7514, -1.1425, 3.8018], [0.2067, -0.1117, 3.7201], [0.1177, 0.8227, 2.7294], [-2.2853, 5.9860, 1.6972], [0.0762, 6.5020, 2.2705], [1.6304, 4.6600, 2.7605], [-2.9627, 3.7140, 1.2241], [2.5195, 2.9431, 3.7656], [2.9041, 1.1138, 5.4085], [1.9625, -0.8798, 6.5483], [0.3015, -2.7111, 6.6172], [-1.4827, -2.8114, 4.8934], [-1.5534, -1.1738, 3.0762], [4.5154, -4.4278, -1.3055], [3.5588, -3.0688, -0.8526], [3.7408, -2.4554, 0.3809], [5.0265, -2.9658, 1.4005], [2.9224, -1.4020, 0.7671], [3.2072, -0.5741, 2.2437], [1.8639, -0.9162, -0.0446], [1.0762, 0.0380, 0.3536], [1.8437, -1.4511, -1.3639], [0.8715, -0.6280, -2.5140], [2.6342, -2.5247, -1.7393], [2.5390, -3.1377, -3.3443], [-3.5484, -5.2753, 0.7331], [-2.2422, -5.8258, 1.7173], [-2.4729, -6.9226, 2.5292], [-1.4886, -7.3816, 3.3862], [-0.2683, -6.7348, 3.4272], [-0.0332, -5.6542, 2.5969], [1.5340, -4.9352, 2.6123], [-1.0015, -5.1489, 1.7146], [-0.7734, -4.0360, 0.9109], [-1.0332, -4.0999, -0.4763], [-0.7121, -5.3093, -1.1022], [-0.9109, -5.5059, -2.4515], [-1.4443, -4.4829, -3.2137], [-1.7768, -3.2900, -2.6031], [-1.5909, -3.0566, -1.2384], [-2.0219, -1.6668, -0.7984], [-2.4146, -1.3373, 0.6426], [-3.1236, -2.0666, 1.2979], [-2.0003, -0.1538, 1.0642], [-3.4435, -7.3977, 2.4962], [-1.6752, -8.2364, 4.0222], [0.5205, -7.0719, 4.0859], [-0.1131, -3.3471, 1.2387], [-0.2880, -6.1054, -0.5014], [-0.6250, -6.4450, -2.9083], [-1.5978, -4.6090, -4.2779], [-2.1930, -2.4895, -3.2041], [-2.9177, -1.4394, -1.3827], [-1.2686, -0.9419, -1.0955], [5.2019, -0.3317, -2.2230], [4.7598, 0.5953, -1.1407], [5.4319, 0.7869, 0.0308], [4.9190, 1.7305, 0.9486], [3.7945, 2.3817, 0.7428], [3.0933, 2.1630, -0.3874], [1.6366, 2.8773, -0.7469], [3.6395, 1.3192, -1.3459], [5.6463, 2.0133, 2.2231], [5.8159, -1.1294, -1.8096], [5.7938, 0.2102, -2.9635], [4.3435, -0.7709, -2.7310], [6.3238, 0.2197, 0.2542], [3.0845, 1.1920, -2.1838], [6.7244, 1.9272, 2.0890], [5.3372, 1.2891, 2.9808], [5.3919, 3.0097, 2.5774]], "forces_ev_per_angstrom": [[0.7, 1.2, -0.1], [0.0, 0.2, 0.2], [0.3, -0.3, 0.1], [0.0, -0.5, 0.0], [0.1, 0.1, 0.0], [-0.9, 0.7, -1.9], [0.0, 0.0, 0.0], [0.1, -0.1, 0.0], [0.0, 0.1, 0.0], [0.0, 0.0, -0.1], [0.0, 0.0, 0.0], [0.0, 0.0, 0.0], [-0.1, 0.1, -0.1], [0.0, 0.0, 0.1], [0.0, 0.0, 0.0], [0.0, 0.0, 0.0], [0.0, 0.1, 0.0], [-0.1, 0.0, 0.0], [0.1, 0.0, 0.1], [0.0, 0.0, 0.0], [0.0, 0.0, 0.0], [0.0, 0.0, 0.0], [0.0, 0.0, 0.0], [0.0, 0.0, -0.1], [0.0, 0.0, 0.0], [0.0, 0.0, 0.0], [0.0, 0.0, 0.0], [0.0, 0.0, 0.0], [0.0, 0.0, 0.0], [-0.1, -0.2, -0.1], [0.1, 0.1, 0.1], [0.3, -0.2, 0.0], [-0.7, 0.4, -0.2], [0.2, 0.7, 0.4], [0.1, 0.2, 0.0], [-0.6, -0.8, 0.3], [0.4, 0.0, 0.2], [-0.2, 0.2, -0.1], [-0.1, 0.0, -0.3], [-0.1, -0.2, 0.1], [0.3, 0.1, 0.1], [0.0, 0.1, -0.3], [-0.2, -0.2, -0.1], [0.2, -0.1, 0.3], [1.1, 0.6, 1.7], [0.0, 0.0, 0.0], [0.0, 0.0, 0.1], [0.0, 0.0, 0.0], [0.0, 0.0, -0.2], [0.1, 0.0, 0.0], [0.0, 0.1, 0.0], [0.0, 0.0, 0.0], [0.0, 0.0, 0.0], [0.0, 0.0, 0.0], [0.1, 0.0, 0.0], [0.1, -0.1, 0.0], [0.1, 0.0, 0.0], [-0.2, 0.1, -0.1], [0.1, -0.1, 0.2], [-0.2, 0.1, 0.0], [-0.1, -0.3, 0.2], [0.1, 0.3, 0.1], [1.1, -1.3, -0.7], [-0.3, 0.1, 0.1], [0.0, 0.0, 0.1], [0.0, 0.0, 0.1], [-0.1, -0.1, -0.1], [-0.1, 0.0, 0.0], [0.2, 0.1, 0.1], [0.0, 0.0, -0.1], [0.0, 0.0, 0.1], [0.1, -0.1, 0.1], [-0.3, 0.0, -0.2], [0.3, 0.3, 0.0], [-0.2, 0.1, 0.1], [-0.3, 0.1, 0.3], [0.0, 0.0, -0.5], [0.0, 0.1, 0.0], [0.1, -0.1, 0.0], [0.0, 0.1, -0.1], [0.1, 0.0, 0.0], [-0.1, -0.1, 0.3], [0.2, 0.0, 0.4], [-0.3, -0.4, -0.1], [0.1, 0.2, 0.1], [-1.5, -1.7, 0.2], [0.0, 0.0, 0.0], [0.0, 0.0, 0.0], [0.0, 0.0, 0.0], [0.0, -0.1, 0.0], [0.0, 0.0, 0.0], [0.0, 0.0, 0.0], [0.0, 0.0, 0.0], [0.0, 0.0, 0.0], [0.0, 0.2, 0.0], [0.0, 0.0, -0.2], [0.0, 0.0, -0.1], [0.0, 0.1, 0.0], [0.1, -0.1, 0.0], [-0.3, 0.1, -0.3], [0.5, 0.0, 0.5], [-0.6, 0.4, -0.7], [0.2, 0.3, -0.2], [0.3, -0.2, 0.3], [0.0, 0.0, 0.0], [0.0, 0.0, 0.0], [0.0, 0.0, 0.0], [0.0, 0.0, 0.0], [0.0, 0.0, 0.0], [-0.1, 0.0, 0.1], [0.0, 0.0, 0.0], [0.0, 0.0, 0.0], [0.0, 0.0, 0.0]], "mulliken_spin": [0.83, 0.00, 0.00, 0.00, 0.01, -0.01, 0.00, 0.00, 0.00, 0.00, 0.00, 0.00, 0.00, 0.00, 0.00, 0.00, 0.00, 0.00, 0.00, 0.00, 0.00, 0.00, 0.00, 0.00, 0.00, 0.00, 0.00, 0.00, 0.00, 0.00, 0.01, 0.02, 0.06, -0.03, 0.05, -0.08, -0.02, 0.02, 0.01, 0.00, 0.00, 0.00, -0.02, 0.04, 0.02, 0.00, 0.00, 0.00, 0.00, 0.00, 0.00, 0.00, 0.00, 0.00, 0.01, 0.00, 0.01, 0.00, 0.00, 0.00, 0.00, 0.02, 0.01, 0.00, 0.00, 0.00, 0.00, 0.00, 0.00, 0.00, 0.00, 0.00, 0.00, 0.00, 0.00, 0.00, 0.00, 0.00, 0.00, 0.00, 0.00, 0.00, 0.00, 0.01, 0.01, 0.01, 0.00, 0.00, 0.00, 0.00, 0.00, 0.00, 0.00, 0.00, 0.00, 0.01, 0.00, 0.00, 0.00, 0.00, 0.00, 0.00, 0.00, 0.00, 0.00, 0.00, 0.00, 0.00, 0.00, 0.00, 0.00, 0.00, 0.00], "total_charge": -1, "molar_mass_g_mol": 1180.0, "gap_ev": [5.89, 7.14], "energy_ha": -7259.04854, "homo_energy_ev": [-3.95, -5.34], "s_squared": 0.76, "e_above_lowest_kcal_mol": 28.1, "lumo_ev": [1.9, 1.8], "spin_multiplicity": 2}

=====

# 4
{"formula": "C23H20N2O4S", "method": "ωB97M-V/def2-TZVPD", "species": ["O", "C", "N", "C", "C", "C", "C", "C", "C", "H", "H", "H", "C", "O", "N", "C", "C", "C", "C", "C", "C", "H", "H", "C", "O", "O", "H", "H", "H", "H", "H", "H", "C", "H", "H", "S", "C", "C", "C", "C", "C", "C", "C", "H", "H", "H", "H", "H", "H", "H"], "xyz": [[-3.0018, 0.8419, 2.2564], [-3.8554, 0.9349, 1.4074], [-3.6575, 1.2582, 0.1023], [-2.4554, 1.3718, -0.5921], [-1.2176, 1.3354, 0.0380], [-0.0542, 1.3811, -0.7189], [-0.1216, 1.5145, -2.1026], [-1.3567, 1.5896, -2.7223], [-2.5171, 1.5048, -1.9784], [-3.4792, 1.5421, -2.4690], [-1.4152, 1.7082, -3.7939], [0.7785, 1.6000, -2.6946], [1.2492, 1.3139, 0.0088], [1.4342, 1.8579, 1.0726], [2.1853, 0.5592, -0.6537], [3.5023, 0.2855, -0.3007], [4.2395, -0.5499, -1.1450], [5.5519, -0.8544, -0.8609], [6.1573, -0.3278, 0.2792], [5.4204, 0.5036, 1.1221], [4.1066, 0.8113, 0.8418], [3.5397, 1.4525, 1.4953], [5.9021, 0.9031, 2.0013], [7.5597, -0.6243, 0.6205], [8.1396, -0.2009, 1.5905], [8.1690, -1.4335, -0.2670], [9.0838, -1.5868, 0.0153], [6.1171, -1.4986, -1.5156], [3.7717, -0.9587, -2.0304], [1.8773, 0.1175, -1.5096], [-1.1494, 1.2531, 1.1100], [-4.4884, 1.2489, -0.4800], [-5.3259, 0.7096, 1.7330], [-5.8540, 1.6642, 1.7432], [-5.4142, 0.2431, 2.7145], [-6.1853, -0.3119, 0.4981], [-5.2964, -1.9020, 0.7150], [-3.9249, -1.8840, 0.1211], [-3.7668, -1.7839, -1.2573], [-2.5045, -1.7677, -1.8192], [-1.3846, -1.8462, -1.0083], [-1.5324, -1.9354, 0.3644], [-2.7965, -1.9563, 0.9276], [-2.9034, -2.0256, 2.0000], [-0.6634, -1.9875, 1.0024], [-0.3980, -1.8379, -1.4476], [-2.3939, -1.6950, -2.8910], [-4.6443, -1.7172, -1.8853], [-5.9346, -2.6289, 0.2114], [-5.2762, -2.1136, 1.7837]], "forces_ev_per_angstrom": [[0.3, 0.0, 0.2], [-0.5, 0.1, 0.0], [-0.2, 0.3, -0.3], [0.3, 0.1, 0.0], [0.2, 0.1, 0.1], [-0.4, 0.2, -0.2], [0.1, -0.1, 0.1], [-0.1, 0.0, 0.0], [0.1, 0.1, 0.1], [-0.1, 0.0, -0.1], [0.0, 0.0, -0.1], [0.1, 0.0, 0.0], [-0.1, -0.1, -0.2], [0.0, 0.0, 0.2], [-0.1, -0.2, -0.4], [0.4, 0.0, 0.2], [-0.1, 0.1, 0.0], [0.1, 0.1, 0.2], [-0.3, 0.0, -0.1], [0.3, -0.2, -0.2], [-0.2, 0.1, 0.1], [0.0, 0.0, 0.0], [0.0, 0.0, 0.1], [0.5, 0.1, 0.4], [-0.1, 0.0, 0.0], [0.0, -0.3, -0.4], [-0.2, 0.2, 0.2], [0.0, 0.0, -0.1], [0.0, 0.0, -0.1], [0.0, 0.1, 0.2], [0.0, 0.0, 0.0], [0.2, -0.1, 0.2], [-0.2, -0.4, -0.2], [0.0, 0.0, 0.0], [0.1, 0.1, 0.0], [-0.3, -0.1, 0.2], [-0.3, 0.5, 0.0], [0.2, -0.2, 0.0], [0.0, -0.1, 0.1], [0.0, -0.1, -0.1], [0.1, -0.1, 0.0], [0.1, -0.1, -0.1], [-0.1, -0.1, -0.1], [0.0, 0.0, 0.1], [0.1, 0.0, 0.1], [0.1, 0.0, 0.0], [0.0, 0.0, -0.1], [-0.1, 0.0, -0.1], [0.0, 0.0, 0.1], [0.0, -0.1, 0.0]], "mulliken_charge": [-0.61, 0.62, 0.05, 0.37, -0.43, 0.20, -0.51, -1.02, -0.64, 0.41, 0.41, 0.66, 0.30, -0.66, -0.03, 1.00, -0.47, -1.01, 0.15, -0.79, -0.47, 0.54, 0.42, 0.60, -0.60, -0.46, 0.35, 0.41, 0.35, 0.13, 0.65, 0.20, -0.91, 0.38, 0.41, -0.12, -1.39, 0.76, -0.24, -0.76, -0.15, -0.77, -0.23, 0.30, 0.40, 0.45, 0.42, 0.41, 0.49, 0.39], "molar_mass_g_mol": 420.5, "gap_ev": 8.97, "energy_ha": -1697.20738, "homo_energy_ev": -8.72, "smiles": "O=C(CSCc1ccccc1)Nc1cccc(C(=O)Nc2ccc(C(=O)O)cc2)c1", "e_above_lowest_kcal_mol": 2.7, "lumo_ev": 0.2}